This record from OMol25 describes a structure of composition C2H5O4Tl in a non-equilibrium geometry. The level of theory is ωB97M-V/def2-TZVPD.

The geometry in XYZ format:
```
12
C2H5O4Tl | OMol25 | ωB97M-V/def2-TZVPD
Tl -1.308 -2.067 -0.829
O -3.659 -0.603 -0.866
O 1.165 -0.523 0.462
O 1.253 -2.467 -1.798
O -0.717 0.515 0.007
C 1.069 1.721 1.103
C 0.432 0.515 0.483
H 0.902 1.753 2.181
H 0.808 2.658 0.617
H -3.343 0.284 -0.623
H 2.157 1.651 1.122
H 1.241 -3.437 -1.857
```

HOMO energy ... -0.34677 Eh
Kohn-Sham gap ... 4.139 eV
Energy relative to the best compared isomer or geometry (same formula, charge and spin) ... 2.0708 eV
LUMO level ... -5.30 eV
M ... 297.44 g mol⁻¹